C2H11NO3 | ωB97M-V/def2-TZVPD

```
17
Properties=species:S:1:pos:R:3:nbo_charge:R:1
H -1.20 4.60 0.18 0.4648
H 0.61 -0.39 2.09 0.1564
H 0.15 -2.64 2.48 0.4751
H 2.72 0.67 -0.34 0.4603
H 1.24 -1.47 0.71 0.1563
O 2.49 0.33 -1.23 -0.9269
O -0.26 -2.26 1.75 -0.7506
H -0.81 -2.31 -0.67 0.1961
C -0.63 -1.32 -0.95 -0.4383
O -1.17 4.36 -0.79 -0.9285
H -1.31 -0.21 0.72 0.3662
C 0.37 -1.12 1.24 0.0861
N -0.47 -0.44 0.24 -0.6498
H 0.27 -1.14 -1.73 0.1912
H 1.61 0.08 -1.02 0.4650
H -1.53 -1.12 -1.68 0.2130
H -2.10 4.38 -1.01 0.4636
```

Summary:
- LUMO: 0.71 eV
- SMILES string: CNCO.O.O



C4H10N2O2S | ωB97M-V/def2-TZVPD

```
19
Properties=species:S:1:pos:R:3:nbo_charge:R:1
C 0.07 0.47 0.17 -0.3411
C 1.33 0.92 -0.42 -0.5004
H 0.12 0.33 4.08 0.3584
H -2.54 -2.35 -0.05 0.2604
H -1.34 -2.38 1.36 0.2593
C 1.12 1.36 -1.96 -0.6085
H 0.06 1.63 -2.13 0.2227
C -1.84 -1.67 0.57 -0.8984
S -0.64 -0.99 -0.64 2.1433
N 0.92 0.01 2.26 0.0099
H -2.39 -0.74 1.04 0.2409
H 1.70 2.32 -2.36 0.2122
H 1.82 1.81 0.20 0.2267
N 0.05 0.03 3.09 -0.3589
O 0.29 -2.04 -0.87 -0.9546
O -1.30 -0.47 -1.78 -0.9480
H -0.79 1.17 0.51 0.2209
H 1.40 0.49 -2.55 0.2194
H 1.98 0.11 -0.53 0.2359
```

Summary:
- LUMO (alpha / beta): -0.28 / 0.01 eV



C10H11N2PS2 | ωB97M-V/def2-TZVPD

```
26
Properties=species:S:1:pos:R:3:nbo_charge:R:1
H 2.15 1.06 2.55 0.2234
C 0.22 1.08 1.55 -0.1550
H 4.37 0.55 -0.57 0.2242
H -0.29 1.14 2.58 0.2467
H 4.28 0.24 1.13 0.2280
H -1.64 -3.85 -0.69 0.2171
C -2.25 -2.93 -0.72 -0.0479
C -0.44 0.75 0.39 -0.4262
H -4.44 -3.42 -1.21 0.2404
N -1.65 -1.86 -0.19 -0.2575
S -3.86 2.32 -1.67 -0.3830
C -3.69 -2.78 -0.72 -0.3294
N -2.64 -1.02 0.02 -0.4818
C 3.83 0.90 0.41 -0.6448
S -3.07 0.95 2.32 -0.3977
H -4.90 -0.90 -0.22 0.2645
C 2.31 0.94 0.41 0.0073
H -0.33 0.34 -1.66 0.2361
C 0.27 0.56 -0.77 -0.1364
C 1.61 1.02 1.63 -0.2088
H -3.48 3.20 -0.75 0.1154
H 4.33 1.95 0.70 0.2274
C 1.65 0.76 -0.76 -0.2109
P -2.27 0.64 0.52 1.2689
H 2.28 0.55 -1.62 0.2228
C -3.90 -1.50 -0.30 -0.0428
```

Summary:
- LUMO (alpha / beta): -2.65 / -2.65 eV



C2H4ClN3O | ωB97M-V/def2-TZVPD

```
11
Properties=species:S:1:pos:R:3:nbo_charge:R:1
H 1.86 1.36 -1.17 0.5074
N -0.35 -1.29 -0.06 -0.2278
N 1.86 -1.41 0.04 -0.3332
C -0.58 -0.13 0.50 -0.2783
H 0.23 0.41 0.92 0.1875
H -1.52 0.30 0.59 0.2015
N 0.71 -2.05 -0.22 -0.2029
Cl 3.72 0.26 0.25 -0.0441
H -1.24 -1.67 -0.38 0.4056
C 2.05 -0.20 -0.23 0.4459
O 1.31 0.56 -1.05 -0.6615
```

Summary:
- LUMO: 0.49 eV



C37H40BrN2O3Zr | ωB97M-V/def2-TZVPD

```
84
Properties=species:S:1:pos:R:3:lowdin_charge:R:1
C 2.26 1.68 2.54 -0.1199
H 3.14 6.53 0.06 0.0856
H -1.72 1.43 2.22 0.0484
C 3.71 6.25 -0.82 -0.0679
H 3.17 6.55 -1.72 0.0823
C -3.86 -5.23 -1.33 -0.0197
H -0.59 6.39 -1.71 0.0793
C 1.80 -5.82 0.56 -0.0727
C 2.26 -0.71 2.64 -0.1395
C 0.72 -5.00 0.29 -0.0127
C 0.18 0.47 2.20 -0.3847
C -1.68 -3.42 0.88 -0.4106
Br 1.62 -0.14 -0.86 0.8852
H 1.34 5.57 -0.94 0.0837
C -5.63 -6.32 -0.12 -0.0948
H -3.86 1.24 -0.76 -0.1036
C -1.69 -4.58 -0.18 -0.2659
N -1.39 -3.82 -1.37 0.1709
H -2.87 4.40 0.34 0.0851
H 2.45 -7.84 0.93 0.0964
O -1.03 -1.59 -1.90 -0.1155
H 3.70 2.01 -0.70 0.1051
H -5.23 -6.70 1.94 0.1007
H -2.88 4.52 -2.22 0.0824
H -2.97 -5.71 1.88 0.1179
C -1.91 3.89 0.26 -0.0362
C -1.13 4.42 -0.96 -0.5297
C 0.91 1.68 2.27 -0.0780
H 0.19 -8.78 0.71 0.0986
C 2.69 3.92 -0.84 -0.1791
H 5.00 3.33 -2.13 0.0754
C -3.34 0.29 -0.55 -0.3186
C 0.33 -7.72 0.59 -0.0871
C 3.97 4.74 -0.83 -0.5587
H 4.22 4.57 1.31 0.0826
H -1.99 2.99 -2.33 0.0760
C -3.06 -5.20 -0.19 -0.1467
C 1.42 4.50 -0.92 0.0237
C -3.58 -5.74 0.99 -0.0370
H 2.79 -1.64 2.78 0.0920
H 0.38 2.61 2.13 0.1007
C 1.60 1.80 -0.88 -0.4865
H -2.08 6.35 -0.77 0.0793
Zr -1.29 -0.08 -0.28 1.3679
O -1.88 -3.57 2.06 0.0929
H 0.87 -3.94 0.18 0.1200
C -1.06 5.95 -0.83 -0.0711
C 2.76 2.53 -0.79 -0.0841
H 5.12 3.36 0.40 0.0749
H -1.28 -4.20 -2.29 0.1600
H -5.72 -5.81 -2.20 0.0987
H 5.72 4.94 -2.11 0.0784
C 0.90 -0.73 2.38 -0.1161
C -0.56 -5.53 0.14 -0.1271
H 4.66 6.79 -0.79 0.0791
C 4.78 4.40 -2.09 -0.0489
C -5.12 -5.78 -1.30 -0.0875
N -1.39 -2.27 0.24 0.0633
H -1.35 4.45 -3.11 0.0844
C -1.24 0.48 1.95 -0.2572
H 4.00 0.50 2.99 0.0814
C -4.85 -6.29 1.02 -0.0757
H -6.62 -6.75 -0.10 0.0963
C 1.61 -7.19 0.72 -0.0945
O -0.72 1.58 -1.17 -0.3157
H -2.09 2.81 0.15 0.0499
H -1.77 -0.37 2.40 0.0509
H -0.52 6.25 0.06 0.0818
C -1.25 -2.50 -1.08 -0.6050
H -1.73 -7.33 0.20 0.1090
C 0.32 2.35 -1.00 -0.3970
H 2.78 -5.39 0.66 0.1024
H 2.79 2.63 2.61 0.0905
H -3.49 -4.80 -2.26 0.1066
C 4.81 4.40 0.41 -0.0501
H 4.21 4.66 -2.98 0.0873
C -1.89 4.07 -2.24 -0.0345
H 0.37 -1.68 2.33 0.0945
C 0.25 3.77 -0.97 -0.0860
H 5.70 5.02 0.45 0.0779
C -0.74 -6.90 0.30 -0.0206
H -4.06 -0.53 -0.45 -0.1100
H -1.34 4.06 1.17 0.0818
C 2.95 0.49 2.75 -0.1348
```

Summary:
- Charge: -1
- LUMO: 2.46 eV



C24H26MnN4O2S3 | ωB97M-V/def2-TZVPD

```
60
Properties=species:S:1:pos:R:3:nbo_charge:R:1
H 3.77 -2.24 3.00 0.2223
H -2.45 -3.53 0.57 0.2075
C -2.93 2.12 -1.35 0.1371
C 0.73 -1.53 1.44 -0.0440
H -4.22 0.74 5.51 0.2226
H -4.65 3.22 -1.96 0.2246
H 0.48 -1.08 3.98 0.2353
C 0.71 -2.92 1.57 -0.2413
C -3.75 2.74 -2.31 -0.2225
C 2.94 -1.38 -5.39 0.7749
N -1.75 1.50 -1.70 -0.4975
C -3.40 2.71 -3.63 -0.1463
H 3.03 0.12 3.21 0.4262
H -0.42 -4.72 1.35 0.2097
C -1.46 1.47 -3.00 0.0813
H -4.23 1.22 3.78 0.2542
C -0.39 -0.82 0.94 -0.3935
C -3.26 2.12 0.02 -0.0032
Mn -0.60 1.07 0.08 0.9440
N 2.37 -0.66 3.18 -0.3354
C 1.24 -0.31 4.05 -0.4741
H 2.84 -1.21 1.20 0.2122
H 0.80 0.64 3.74 0.2787
O 2.68 -2.55 -5.45 -0.5747
H 1.84 0.26 1.35 0.2760
H 3.25 2.44 -2.71 0.2228
H 3.53 -1.64 4.65 0.2210
H 3.88 1.17 -4.70 0.1927
N -2.68 1.66 2.19 -0.4126
H -3.68 -0.41 4.25 0.2205
C 1.36 -0.31 -2.18 -0.2870
H -4.25 2.42 0.36 0.2019
C 1.99 -0.77 1.73 -0.2893
H 3.65 0.18 -6.29 0.4821
H -2.45 -1.11 0.35 0.1915
C 1.92 0.95 -1.96 -0.1298
H -0.55 0.94 -3.28 0.2197
C -1.72 1.75 3.04 -0.0529
C 2.83 1.46 -2.89 -0.2479
S -2.05 1.31 4.70 0.2750
H -1.94 1.94 -5.03 0.2294
C -1.56 -2.97 0.83 -0.2021
H 1.58 -0.23 5.08 0.2077
C -2.23 2.03 -3.99 -0.2567
C 1.70 -1.04 -3.30 -0.0901
O 3.56 -0.78 -6.43 -0.6729
C 2.61 -0.53 -4.23 -0.2506
H 1.26 -2.00 -3.49 0.2304
C -1.54 -1.60 0.68 -0.2433
H 0.64 -0.70 -1.46 0.2149
H -4.02 3.19 -4.38 0.2241
C -0.42 -3.65 1.26 -0.2392
H 1.61 -3.44 1.87 0.1900
N -2.33 1.78 0.89 -0.2579
S -0.12 2.27 2.66 -0.2716
C 3.04 -1.87 3.70 -0.4150
S 1.53 1.87 -0.54 -0.3009
C -3.73 0.64 4.55 -0.7440
H 2.28 -2.63 3.87 0.2342
C 3.16 0.74 -4.01 -0.1681
```

Summary:
- Multiplicity: 2
- <S²>: 0.821
- LUMO (alpha / beta): -0.66 / -0.67 eV



Largest force on an atom values, unit eV/A, following the record order: 4.26, 3.90, 3.98, 2.58, 4.34, 2.60.
DFT total energy values, unit hartree, following the record order: -363.2146, -816.3924, -1634.7900, -778.1677, -4390.3579, -3645.1106.
ΔE to the lowest compared entry with this formula, charge and spin values, unit kJ/mol, following the record order: 157.1, 454.4, 249.3, 263.1, 183.2, 131.0.